Record 1
The following is a quantum chemistry calculation of a molecular structure, C17H37FINNbO3PS2 at a distorted geometry, from the Open Molecules 2025 dataset.

Values from the calculation:
Largest force on an atom: 6.5 eV/Å
Total charge: 0
E: -2542.1436 Ha

Geometry (Å):
C1 0.02345 5.71991 3.58532
C2 0.25149 4.32139 4.04430
C3 -0.47283 2.96927 3.48127
Nb1 0.31751 2.15094 1.51614
S1 2.06422 3.92609 1.37888
I1 -1.72441 0.12261 1.75650
C4 0.91786 1.11180 -0.40375
C5 2.01640 1.84570 -1.35149
C6 3.59377 1.69225 -0.81409
F1 1.68083 3.23821 -1.76805
C7 1.66328 0.70158 2.72941
C8 3.08724 1.62190 3.29033
C9 4.45859 0.63817 3.66340
O1 4.31493 1.60995 2.33763
P1 -1.48121 3.61014 0.33648
O2 -1.31741 5.30847 0.68776
O3 -3.04235 3.06533 0.98699
S2 -1.57668 3.30001 -1.58319
H1 -1.04236 6.15758 3.35371
H2 0.98348 6.41476 3.44239
H3 1.04833 4.18432 4.92272
H4 -0.33618 2.13547 4.31950
H5 -1.63323 3.19076 3.42764
H6 2.63016 4.27974 2.60882
H7 -0.05936 0.89698 -1.05257
H8 1.35076 0.03486 -0.13855
H9 2.02134 1.22699 -2.37532
H10 4.01328 2.67704 -0.34188
H11 3.72659 0.73330 -0.14054
H12 4.26412 1.48830 -1.78092
H13 1.14145 0.36261 3.72307
H14 2.10402 -0.16544 2.08105
H15 2.86791 2.62099 4.02027
H16 5.57410 0.86992 3.48415
H17 4.47549 1.22461 4.70606
H18 -2.02156 5.49493 1.39039
H19 -3.18154 3.43100 1.90887
C10 -3.20088 -4.80888 -4.16891
C11 -2.88573 -3.32440 -4.18562
C12 -1.64200 -2.86572 -3.41427
N1 -1.65092 -3.10220 -1.88569
C13 -3.01584 -2.81531 -1.27552
C14 -1.16242 -4.51263 -1.52118
C15 0.34526 -4.38224 -1.45346
C16 0.55098 -3.05368 -0.76763
C17 -0.59871 -2.16552 -1.21815
H20 -3.48361 -5.16164 -3.17360
H21 -4.05032 -5.01541 -4.82921
H22 -2.34853 -5.39581 -4.52368
H23 -3.76603 -2.76119 -3.85780
H24 -2.73315 -3.03776 -5.23495
H25 -1.55802 -1.78201 -3.55809
H26 -0.73795 -3.32883 -3.81746
H27 -3.73517 -3.55156 -1.63848
H28 -3.31073 -1.80147 -1.56029
H29 -2.93679 -2.89708 -0.18653
H30 -1.58047 -4.77048 -0.54121
H31 -1.48571 -5.23699 -2.26704
H32 0.78249 -4.36831 -2.45832
H33 0.80451 -5.20728 -0.90317
H34 1.52292 -2.61278 -1.01402
H35 0.51879 -3.17958 0.32078
H36 -0.28103 -1.40716 -1.93932
H37 -1.06243 -1.66650 -0.35993

In the natural (NBO) picture, each atom carries the following charge in e: C -0.482; C -0.191; C -0.943; Nb 1.262; S -0.259; I -0.326; C -0.978; C 0.214; C -0.674; F -0.394; C -0.836; C 0.169; C -0.483; O -0.543; P 1.243; O -0.962; O -0.990; S -0.549; H 0.195; H 0.215; H 0.200; H 0.242; H 0.228; H 0.182; H 0.259; H 0.230; H 0.151; H 0.249; H 0.230; H 0.204; H 0.238; H 0.245; H 0.234; H 0.310; H 0.177; H 0.481; H 0.475; C -0.617; C -0.430; C -0.203; N -0.225; C -0.404; C -0.213; C -0.422; C -0.437; C -0.237; H 0.196; H 0.235; H 0.209; H 0.218; H 0.240; H 0.236; H 0.219; H 0.218; H 0.245; H 0.242; H 0.224; H 0.233; H 0.210; H 0.246; H 0.247; H 0.231; H 0.238; H 0.276

=====

Record 2
The following is a quantum chemistry calculation of a gas-phase ion, C5H15N6 (charge +1) at a distorted geometry, from the Open Molecules 2025 dataset.

Values from the calculation:
Largest force on an atom: 7.6 eV/Å
Expectation value of S²: 2.009
2S+1: 3
Total charge: +1
Energy above the lowest of the compared OMol25 structures with the same formula, charge and spin: 334.3 kJ/mol
E: -527.5519 Ha

Geometry (Å):
C1 -0.42390 -0.33238 1.49893
C2 1.52901 -1.09452 -2.56286
C3 -1.93000 -0.19211 1.57696
C4 0.28946 -0.25040 -2.39630
C5 0.43393 1.04400 -1.54421
N1 0.36866 0.42503 2.28323
N2 1.56672 0.94190 1.73188
N3 1.51292 0.98892 0.46186
N4 0.50159 0.66115 -0.20210
N5 0.11388 -1.48804 0.95873
N6 -2.23925 1.00802 2.29168
H1 1.25001 -1.93388 -3.24804
H2 2.43051 -0.56962 -3.06236
H3 1.76818 -1.50372 -1.55641
H4 -2.33324 -1.00691 1.99824
H5 -2.22858 -0.19079 0.48532
H6 -0.41616 -0.82170 -1.77025
H7 -0.31361 -0.18609 -3.33188
H8 1.41111 1.71715 -1.79935
H9 -0.60265 1.54113 -1.63935
H10 2.10082 1.73436 0.03235
H11 -0.49480 -2.02128 0.45758
H12 0.92933 -1.89685 1.29660
H13 -3.16371 1.39367 2.01785
H14 -0.05915 1.19602 2.81701
H15 -2.00107 0.83693 3.20492

In the natural (NBO) picture, each atom carries the following charge in e: C 0.624; C -0.627; C -0.294; C -0.392; C -0.270; N -0.466; N 0.033; N -0.281; N -0.141; N -0.761; N -0.844; H 0.236; H 0.229; H 0.200; H 0.220; H 0.242; H 0.186; H 0.237; H 0.195; H 0.248; H 0.381; H 0.399; H 0.422; H 0.416; H 0.439; H 0.368

=====

Record 3
The following is a quantum chemistry calculation of a molecular structure, C24H22Br2IN5O6PtS at a distorted geometry, from the Open Molecules 2025 dataset.

Values from the calculation:
Largest force on an atom: 2.1 eV/Å
Total charge: 0
Energy above the lowest of the compared OMol25 structures with the same formula, charge and spin: 139.4 kJ/mol
E: -7616.1722 Ha

Geometry (Å):
Pt1 -1.48517 0.45397 -0.18282
C1 -1.01860 0.41752 -3.62525
C2 -0.57546 1.73116 -3.06229
C3 -0.09060 2.76041 -3.89894
C4 0.36557 3.92959 -3.36035
C5 0.38166 4.09176 -1.95768
C6 0.88008 5.21480 -1.26671
Br1 1.62316 6.67661 -2.23528
C7 0.86007 5.27396 0.10143
C8 0.33235 4.20985 0.83201
Br2 0.26779 4.24534 2.72581
C9 -0.20584 3.07673 0.22910
O1 -0.76241 2.12452 0.92244
C10 -0.15460 3.03033 -1.19377
N1 -0.62618 1.89958 -1.76001
H1 -0.64441 0.29293 -4.63985
H2 -2.10884 0.35520 -3.64640
H3 -0.64375 -0.38652 -2.99205
H4 -0.07415 2.59861 -4.96791
H5 0.73981 4.72018 -3.99545
H6 1.24637 6.14102 0.61770
O2 4.64040 -1.74959 0.85505
S1 3.40517 -2.40115 1.19262
O3 3.45523 -3.80859 1.47899
N2 2.25930 -2.07306 0.07522
C11 1.32759 -1.27028 0.52954
O4 0.37750 -0.88918 -0.22163
C12 1.49265 -0.91082 1.99012
C13 0.69013 -0.12383 2.79515
C14 1.02049 0.02703 4.13638
C15 2.14209 -0.59714 4.66608
C16 2.96374 -1.37177 3.85631
C17 2.61496 -1.51458 2.53227
H7 -0.15149 0.38903 2.37085
H8 0.40584 0.64924 4.77630
H9 2.38370 -0.47376 5.71376
H10 3.84888 -1.85448 4.24833
N3 -2.41880 -1.15173 -1.15194
C18 -2.31095 -2.25289 -1.48607
N4 -2.20472 -3.48324 -1.88446
C19 -3.05135 -4.55174 -1.35332
C20 -2.22443 -5.82741 -1.25774
O5 -1.66102 -6.15584 -2.51271
C21 -0.78436 -5.13751 -2.95997
C22 -1.51906 -3.81387 -3.13668
H11 -3.88969 -4.71635 -2.03810
H12 -3.43474 -4.26654 -0.37536
H13 -2.86334 -6.66292 -0.97657
H14 -1.43086 -5.70380 -0.51026
H15 -0.38892 -5.47053 -3.91778
H16 0.03960 -5.00828 -2.24762
H17 -2.26153 -3.91001 -3.93597
H18 -0.81399 -3.02375 -3.38911
N5 -3.09871 -0.45692 3.96154
C23 -2.92245 0.03680 2.72086
O6 -2.62937 -0.68728 1.77974
C24 -3.11122 1.53361 2.59768
I1 -3.84797 2.02368 0.64637
H19 -2.91650 -1.43576 4.11007
H20 -3.27501 0.12995 4.75651
H21 -2.14962 2.04321 2.66643
H22 -3.80551 1.94004 3.32697

In the natural (NBO) picture, each atom carries the following charge in e: Pt 1.122; C -0.653; C 0.257; C -0.259; C -0.125; C -0.043; C -0.116; Br 0.050; C -0.229; C -0.143; Br 0.059; C 0.320; O -0.728; C 0.094; N -0.469; H 0.222; H 0.232; H 0.244; H 0.224; H 0.234; H 0.245; O -0.942; S 2.296; O -0.946; N -0.830; C 0.614; O -0.789; C -0.066; C -0.203; C -0.217; C -0.203; C -0.180; C -0.313; H 0.223; H 0.206; H 0.214; H 0.230; N -0.475; C 0.618; N -0.447; C -0.233; C -0.081; O -0.513; C -0.084; C -0.234; H 0.200; H 0.230; H 0.207; H 0.185; H 0.209; H 0.193; H 0.198; H 0.235; N -0.795; C 0.657; O -0.633; C -0.636; I 0.216; H 0.416; H 0.402; H 0.292; H 0.237

=====

Record 4
The following is a quantum chemistry calculation of C6H15N in the gas phase at a distorted geometry, from the Open Molecules 2025 dataset.

Values from the calculation:
Largest force on an atom: 4.5 eV/Å
Total charge: 0
Energy above the lowest of the compared OMol25 structures with the same formula, charge and spin: 236.0 kJ/mol
E: -292.2791 Ha
SMILES: CCCCCCN

Geometry (Å):
C1 -2.84949 0.29999 0.43209
C2 -1.69121 1.09278 -0.12148
C3 -0.49551 0.78312 0.67654
C4 -0.08512 -0.62141 0.27825
C5 0.84973 -0.48620 -0.92460
C6 2.25082 0.00844 -0.36948
N1 3.00665 -1.32619 -0.21469
H1 -2.43268 -0.65766 0.77505
H2 -3.43817 0.11985 -0.52728
H3 -3.51725 0.75318 1.22272
H4 -1.97242 2.20671 -0.16652
H5 -1.59773 0.99241 -1.27932
H6 -0.88842 0.67006 1.86528
H7 0.23812 1.59105 0.60897
H8 0.29074 -1.23548 1.17766
H9 -0.88547 -1.16839 -0.11972
H10 0.53831 0.31792 -1.67277
H11 0.99051 -1.27490 -1.65779
H12 2.85863 0.56820 -1.01403
H13 2.12600 0.40964 0.67254
H14 3.98358 -1.29920 -0.29140
H15 2.72038 -1.74390 0.65000

In the natural (NBO) picture, each atom carries the following charge in e: C -0.623; C -0.420; C -0.398; C -0.421; C -0.413; C -0.216; N -0.867; H 0.201; H 0.208; H 0.217; H 0.206; H 0.204; H 0.190; H 0.220; H 0.204; H 0.211; H 0.195; H 0.230; H 0.192; H 0.177; H 0.356; H 0.348

=====

Which of these has the highest total charge? C5H15N6